Entry 1:
{
  "formula": "C4H11N2OS",
  "method": "ωB97M-V with the def2-TZVPD basis set",
  "homo_ha": -0.48282,
  "e_above_lowest_ev": 9.710,
  "orbital_gap_ha": 0.1659,
  "total_charge": 1,
  "energy_ha": -741.37948,
  "elements": ["N", "C", "C", "S", "C", "N", "C", "O", "H", "H", "H", "H", "H", "H", "H", "H", "H", "H", "H"],
  "positions_angstrom": [[0.726, -0.832, 1.631], [0.224, -0.009, 0.676], [-1.086, -0.593, 0.100], [-2.203, -0.799, 1.449], [1.266, 0.371, -0.425], [0.919, 1.576, -1.211], [1.021, 1.318, -2.696], [1.259, -0.721, -1.132], [0.031, -1.180, 2.287], [1.620, -0.660, 2.071], [2.228, 0.512, 0.151], [-0.124, 1.025, 1.164], [-0.662, -1.536, -0.309], [-1.431, -0.101, -0.808], [-0.501, 1.768, 1.428], [1.351, 2.447, -0.952], [0.376, 2.037, -3.219], [0.621, 0.340, -2.908], [2.067, 1.478, -2.945]],
  "lowdin_charge": [0.16, -0.42, -0.56, 0.87, -0.46, 0.01, -0.04, 0.03, 0.08, 0.15, 0.21, 0.04, 0.14, 0.10, 0.28, 0.12, 0.10, 0.08, 0.10]
}

=====

Entry 2:
{
  "formula": "C4H11N2S",
  "method": "ωB97M-V with the def2-TZVPD basis set",
  "homo_ha": -0.10729,
  "e_above_lowest_ev": 0.931,
  "orbital_gap_ha": 0.2530,
  "total_charge": -1,
  "energy_ha": -666.71235,
  "elements": ["C", "C", "S", "N", "H", "H", "H", "H", "H", "H", "C", "C", "N", "H", "H", "H", "H", "H"],
  "positions_angstrom": [[-0.432, 1.930, 0.968], [-1.373, 1.551, -0.158], [-0.431, 0.716, -1.438], [0.673, 2.809, 0.539], [0.070, 1.045, 1.420], [-1.017, 2.478, 1.733], [-1.875, 2.505, -0.530], [-2.172, 0.831, 0.217], [0.282, 3.695, 0.215], [1.144, 2.360, -0.275], [1.761, -2.250, 0.062], [0.646, -2.998, -0.260], [-0.595, -2.401, -0.488], [1.706, -1.153, -0.066], [2.760, -2.705, 0.199], [0.651, -4.089, -0.362], [-0.557, -1.390, -0.736], [-1.241, -2.933, -1.041]],
  "lowdin_charge": [-0.44, -0.76, 0.26, -0.08, 0.09, 0.09, 0.05, 0.05, 0.04, 0.00, -0.07, -0.32, -0.01, 0.02, 0.02, 0.08, -0.08, 0.05]
}

=====

Entry 3:
{
  "formula": "C4H11N2S",
  "method": "ωB97M-V with the def2-TZVPD basis set",
  "smiles": "C=C(NC)[NH2+]CS",
  "homo_ha": [-0.43518, -0.43516],
  "e_above_lowest_ev": 5.313,
  "orbital_gap_ha": [0.2966, 0.2966],
  "total_charge": 1,
  "energy_ha": -666.27279,
  "elements": ["C", "C", "N", "C", "N", "C", "S", "H", "H", "H", "H", "H", "H", "H", "H", "H", "H", "H"],
  "positions_angstrom": [[0.854, 1.590, 1.469], [0.410, 0.043, 0.774], [1.151, -1.018, 0.565], [0.995, -2.082, -0.347], [-0.889, 0.318, 0.141], [-0.940, 0.360, -1.335], [-2.441, 1.445, -1.823], [0.022, 2.104, 1.813], [1.858, 1.634, 1.777], [2.131, -0.938, 1.046], [1.710, -2.809, -0.201], [-0.019, -2.412, -0.346], [0.858, -1.807, -1.549], [-1.179, 1.126, 0.688], [-1.580, -0.363, 0.470], [-0.017, 0.745, -1.814], [-1.097, -0.628, -1.775], [-1.822, 2.632, -1.442]],
  "lowdin_charge": [0.14, -0.22, -0.01, -0.07, -0.02, -0.45, 0.74, -0.02, 0.00, 0.22, 0.07, 0.07, 0.15, 0.13, 0.18, 0.11, 0.08, -0.10]
}

=====

Entry 4:
{
  "formula": "C4H11N2S",
  "method": "ωB97M-V with the def2-TZVPD basis set",
  "smiles": "CC[C@H](S)C(N)=[NH2+]",
  "homo_ha": -0.49430,
  "e_above_lowest_ev": 0.781,
  "orbital_gap_ha": 0.3586,
  "total_charge": 1,
  "energy_ha": -666.43932,
  "elements": ["C", "C", "C", "S", "C", "N", "N", "H", "H", "H", "H", "H", "H", "H", "H", "H", "H", "H"],
  "positions_angstrom": [[-2.593, -0.040, 0.253], [-1.052, -0.528, -0.037], [-0.025, 0.363, 0.427], [-0.178, 1.975, -0.477], [1.485, -0.067, 0.139], [2.491, 0.650, 0.660], [1.600, -1.143, -0.602], [-2.994, 0.666, -0.347], [-3.025, -0.920, -0.031], [-2.780, 0.138, 1.354], [-0.890, -1.478, 0.556], [-0.960, -0.564, -1.175], [-0.193, 0.594, 1.440], [-0.127, 1.433, -1.688], [2.483, 1.583, 1.004], [3.335, 0.438, 0.114], [0.848, -1.729, -0.733], [2.575, -1.373, -0.857]],
  "lowdin_charge": [-0.03, -0.30, -0.59, 0.84, -0.34, 0.21, 0.25, 0.03, 0.03, 0.11, 0.14, 0.13, 0.10, -0.11, 0.12, 0.14, 0.09, 0.17]
}

=====

Entry 5:
{
  "formula": "C4H11N2S",
  "method": "ωB97M-V with the def2-TZVPD basis set",
  "homo_ha": -0.47161,
  "e_above_lowest_ev": 3.221,
  "orbital_gap_ha": 0.3497,
  "total_charge": 1,
  "energy_ha": -666.34966,
  "elements": ["C", "C", "C", "C", "N", "N", "S", "H", "H", "H", "H", "H", "H", "H", "H", "H", "H", "H"],
  "positions_angstrom": [[-1.190, 0.798, 0.667], [-0.505, -1.051, -1.861], [-0.557, 1.881, 1.395], [0.008, 0.017, -0.955], [-2.187, 0.175, 0.916], [1.283, -0.407, -0.337], [0.584, 1.142, 2.628], [-1.428, -1.584, -1.424], [0.279, -1.769, -2.074], [-0.833, -0.597, -2.849], [-1.317, 2.501, 1.852], [0.079, 2.557, 0.758], [0.182, 0.958, -1.399], [-2.505, -0.672, 0.514], [1.162, -1.396, -0.222], [1.353, 0.139, 0.586], [2.195, -0.217, -0.855], [-0.354, 0.655, 3.244]],
  "lowdin_charge": [-0.28, -0.08, -0.48, -0.24, 0.20, 0.14, 0.84, 0.11, 0.07, 0.11, 0.10, 0.10, 0.09, 0.07, 0.14, 0.08, 0.20, -0.18]
}

=====

Entry 6:
{
  "formula": "C4H11N3",
  "method": "ωB97M-V with the def2-TZVPD basis set",
  "homo_ha": -0.23514,
  "e_above_lowest_ev": 4.997,
  "orbital_gap_ha": 0.2509,
  "energy_ha": -323.12292,
  "elements": ["C", "N", "C", "N", "H", "H", "H", "H", "H", "H", "C", "C", "N", "H", "H", "H", "H", "H"],
  "positions_angstrom": [[-1.758, -1.208, -0.292], [-0.618, -1.123, 0.657], [-0.459, 0.214, 1.339], [-1.461, 0.989, 1.343], [-0.636, -1.899, 1.327], [-1.289, 1.820, 1.903], [0.434, 0.229, 1.953], [-2.681, -0.934, 0.209], [-1.803, -2.224, -0.679], [-1.555, -0.505, -1.097], [2.394, 0.390, -1.009], [0.962, 0.691, -0.601], [0.432, 1.736, -1.097], [-0.519, 1.876, -0.721], [0.272, -0.943, 0.074], [3.026, 0.298, -0.119], [2.806, 1.168, -1.661], [2.451, -0.574, -1.527]],
  "lowdin_charge": [-0.04, -0.06, -0.31, 0.09, 0.16, 0.06, 0.12, 0.08, 0.09, 0.09, -0.16, -0.38, 0.01, -0.01, 0.11, 0.05, 0.05, 0.05]
}